Computed, not measured: C27H36As7F42N5O as an isolated structure, with ωB97M-V with the def2-TZVPD basis set.

```
118
Properties=species:S:1:pos:R:3:forces:R:3
C -5.305616 -1.939212 1.168288 -2.12 0.08 0.07
C -6.020561 -1.859583 -0.190326 4.24 1.00 -1.91
O -5.398054 -1.802787 -1.242589 -2.30 -0.53 2.38
N -7.479266 -1.477189 -0.224383 0.41 -1.79 -1.28
H -8.002944 -1.934890 0.507990 -0.14 0.23 0.89
H -7.507769 -0.469983 -0.154880 -0.45 0.58 0.14
C -8.110046 -2.023074 -1.501785 -0.68 0.88 -0.26
H -4.525148 -1.182708 1.249934 -0.07 -0.12 -0.36
H -4.937303 -2.921711 1.463493 0.00 -0.04 -0.50
H -6.106292 -1.700563 1.868341 0.34 0.07 0.62
H -7.871747 -1.399296 -2.363304 0.53 -0.22 0.22
H -9.186545 -1.905322 -1.377819 0.03 -0.40 0.17
H -7.792010 -3.059389 -1.615739 -0.16 0.24 -0.01
C 12.371363 0.660627 5.176634 0.39 -0.75 2.21
N 10.982208 1.179732 5.416519 -0.02 -1.29 -0.77
C 10.394586 1.656600 4.347395 -0.27 0.89 -1.93
C 9.077001 1.987813 4.275158 -1.20 1.43 0.75
C 8.290408 1.998144 5.442640 0.28 -0.79 -0.09
C 8.916656 1.464332 6.583704 0.42 0.26 -0.14
C 10.224656 0.994663 6.524121 0.79 0.41 0.06
C 6.838004 2.413152 5.507023 0.76 2.25 -0.78
C 6.410357 3.698985 5.074651 -0.38 -1.00 -0.07
C 5.052485 4.051115 5.151677 0.54 -1.55 1.25
N 4.167385 3.183447 5.752734 2.07 -2.88 -0.84
C 4.574151 1.891201 6.152326 0.78 3.18 0.26
C 5.931477 1.581171 6.079217 -1.19 -1.06 0.83
C 2.749968 3.461847 5.681261 -1.25 1.28 -0.20
H 12.446510 -0.306034 5.674639 -0.15 0.04 0.29
H 13.062375 1.322320 5.698900 0.07 0.06 -0.37
H 12.688859 0.400828 4.166782 -0.79 0.87 -0.23
H 10.998588 1.833196 3.469668 0.19 -0.24 0.05
H 8.742038 2.462323 3.364646 -0.26 -0.31 -0.13
H 8.414101 1.520857 7.537971 0.00 -0.43 0.10
H 10.799973 0.543823 7.319206 -0.47 -0.01 0.44
H 7.166045 4.351042 4.662143 -0.33 0.37 -0.10
H 4.637295 4.995804 4.832978 0.09 0.02 -0.09
H 3.860596 1.326998 6.734493 -0.23 -0.23 -0.42
H 6.323840 0.692080 6.550350 -0.50 -0.43 -0.17
H 2.691086 4.224897 4.905120 -0.67 -0.06 0.15
H 2.354816 3.864989 6.613702 0.27 0.07 0.10
H 2.108432 2.622752 5.412095 0.53 -0.24 -0.13
C 13.301790 -0.481937 -6.281877 -0.89 -0.07 1.20
N 11.866014 -0.358906 -5.727634 0.81 -0.77 -0.32
C 11.320241 0.854861 -5.648959 0.72 0.45 -0.72
C 9.980561 1.041369 -5.515271 -1.49 -0.07 1.27
C 9.168550 -0.031078 -5.160830 1.15 -1.81 -0.92
C 9.802476 -1.339037 -5.082766 -0.27 1.46 -0.61
C 11.151112 -1.486689 -5.422259 -0.62 1.47 -0.23
C 7.681925 0.053164 -5.096657 -0.37 0.59 1.40
C 6.968343 1.054844 -4.360838 0.39 -1.27 -1.25
C 5.582062 0.951037 -4.290399 0.60 0.26 -1.13
N 4.912994 0.034492 -5.040316 0.81 -0.30 1.07
C 5.581027 -0.945560 -5.684103 -1.52 1.46 0.49
C 6.940814 -0.954083 -5.674647 -0.17 -0.88 -1.08
C 3.439245 0.105817 -5.054217 -0.23 -0.18 0.09
H 13.875485 0.328400 -5.832073 0.02 -0.16 -0.08
H 13.339171 -0.416580 -7.369270 -0.42 0.00 0.14
H 13.665433 -1.448258 -5.932493 0.14 0.19 -0.15
H 11.983034 1.697506 -5.779591 0.10 -0.04 -0.27
H 9.515099 2.013156 -5.588593 0.36 0.25 -0.09
H 9.126895 -2.163590 -4.909295 0.47 -0.37 0.25
H 11.734354 -2.387779 -5.541761 -0.47 -0.31 0.20
H 7.511468 1.907049 -3.979858 -0.24 -0.07 0.50
H 4.984655 1.685956 -3.771374 -0.11 -0.08 0.07
H 4.963311 -1.628795 -6.248046 0.09 -0.20 0.06
H 7.264310 -1.764145 -6.311472 1.05 0.04 0.22
H 3.009398 -0.886326 -5.191984 0.14 0.07 -0.02
H 3.164098 0.753528 -5.886607 -0.25 0.08 0.24
H 3.146485 0.479906 -4.073166 -0.31 0.12 -0.32
As -16.698619 -4.974103 -2.274950 -0.14 2.35 -0.39
F -18.401301 -4.456255 -2.204203 0.48 -0.20 0.33
F -16.243892 -3.326788 -1.794936 0.24 -0.94 -0.86
F -14.989038 -5.548503 -2.441794 -1.88 0.70 0.22
F -17.298723 -6.494837 -2.795107 0.29 -0.91 0.49
F -16.800183 -4.481063 -4.011086 0.81 -0.23 1.17
F -16.731706 -5.260335 -0.532756 0.07 -0.87 -1.06
As 3.526047 -3.942669 1.153012 -0.75 -1.05 0.70
F 2.211090 -3.648939 2.389374 1.46 0.83 -1.89
F 3.392980 -5.573113 1.881253 0.96 1.00 -1.22
F 4.865254 -4.348325 0.034539 -0.62 0.08 0.74
F 3.587850 -2.254137 0.546565 -0.34 -1.09 0.57
F 4.810871 -3.490558 2.324496 -0.95 -0.16 -0.50
F 2.444491 -4.408698 -0.192981 0.66 0.70 1.53
As -5.757466 -1.503700 -9.083027 0.15 -1.64 0.73
F -5.436411 -2.599945 -7.564330 -0.32 1.72 -2.42
F -4.911180 -0.123197 -8.381727 -0.32 -1.02 0.21
F -6.071062 -0.443559 -10.435137 0.18 -0.67 -0.06
F -6.631164 -2.866774 -9.924648 1.36 1.38 0.93
F -7.308555 -1.027471 -8.376764 1.25 -0.31 -0.25
F -4.129134 -2.058019 -9.790172 -2.09 0.52 0.77
As -7.068322 2.175366 7.945262 0.24 0.06 -1.42
F -5.563827 1.135002 7.745696 -1.55 0.96 0.71
F -6.954523 2.169760 9.712007 0.14 -0.21 -0.97
F -8.516664 3.228224 8.052133 1.47 -0.80 -0.18
F -7.138573 2.136445 6.132526 -0.01 0.42 1.90
F -8.131148 0.763300 7.975464 0.97 0.81 0.18
F -5.984212 3.624052 7.929785 -0.99 -1.21 -0.09
As -12.939975 3.938995 0.255553 -0.88 -0.80 -0.51
F -12.959615 2.145826 0.554897 0.31 2.03 0.16
F -12.610348 4.414192 1.991256 -0.26 -0.95 -2.09
F -13.026427 5.684227 -0.115683 0.35 -1.21 0.20
F -13.327221 3.572560 -1.474675 0.57 0.47 1.37
F -14.702976 3.932448 0.534830 1.26 0.19 0.23
F -11.203653 3.822363 -0.146903 -1.32 0.37 0.61
As -9.802422 -6.644505 3.413593 -1.36 1.41 0.05
F -8.366870 -6.397079 2.358528 -0.25 -0.76 1.29
F -9.091190 -7.947180 4.433361 -0.44 1.10 -1.36
F -11.334875 -6.724175 4.433217 1.81 -0.20 -1.54
F -10.456524 -5.306536 2.401590 -0.01 -0.89 1.10
F -10.430690 -7.762492 2.195737 0.44 0.26 1.27
F -9.231444 -5.433542 4.584804 0.06 -0.92 -0.85
As -2.543574 6.181278 -1.536770 0.70 -0.50 0.68
F -0.821237 5.867496 -1.033693 -1.37 0.22 -0.50
F -2.189707 5.499373 -3.172547 0.00 0.36 1.71
F -4.180928 6.367002 -2.057043 0.55 0.26 0.37
F -2.849156 6.961650 0.058036 0.28 -0.81 -1.53
F -2.023802 7.820562 -2.150783 -0.58 -1.72 0.53
F -2.992552 4.535054 -0.784417 0.83 2.18 -1.24
```
Forces are in eV/Å.

Output
* E_HOMO: -0.20938 Eh
* charge: -2
* LUMO energy: -5.19 eV

Computed, not measured: C27H36AsCdGeN8O6S as an isolated structure, with ωB97M-V with the def2-TZVPD basis set.

```
81
Properties=species:S:1:pos:R:3:forces:R:3
Cd -1.954852 -0.074802 -0.467978 -0.12 0.22 -0.01
C 1.594817 -4.633277 -0.424092 -0.01 -0.01 -0.05
N 0.432412 -3.816952 -0.157584 0.04 0.08 0.02
C 0.239633 -2.518127 -0.412657 -0.04 -0.04 0.03
N -0.922993 -2.146690 0.073162 -0.06 0.08 -0.10
C -1.425542 -3.276934 0.627101 0.02 0.01 0.01
N -0.627737 -4.315350 0.517724 -0.03 -0.07 0.06
C 2.626558 -4.627425 0.681606 0.00 -0.04 -0.01
C 3.317590 -5.797808 0.962956 0.00 0.00 0.02
C 4.319018 -5.813520 1.925114 -0.01 -0.01 -0.02
C 4.637205 -4.659774 2.614879 -0.03 0.06 -0.01
C 3.941947 -3.482059 2.341495 -0.04 -0.10 -0.07
C 2.937194 -3.467905 1.380046 0.03 0.00 0.02
C 4.293464 -2.273483 3.078141 0.07 0.09 0.10
N 5.193465 -2.141392 3.990757 -0.04 -0.11 -0.08
N 5.156946 -0.818941 4.389518 -0.02 0.12 0.03
C 4.235642 -0.245966 3.690512 0.04 -0.13 -0.01
O 3.641715 -1.112759 2.827965 0.03 0.01 0.03
C 3.788610 1.140181 3.753219 -0.04 0.11 0.00
C 4.287940 1.952755 4.768358 -0.01 -0.02 -0.02
C 3.858155 3.264902 4.855019 0.00 0.01 0.00
C 2.935076 3.757356 3.944768 0.00 -0.02 -0.01
C 2.432010 2.951424 2.928409 0.04 0.05 0.00
C 1.411591 3.531714 1.970862 0.02 0.00 -0.03
N 0.958002 2.631951 0.956029 -0.10 -0.05 0.03
C 0.042256 1.698648 1.046054 0.01 0.14 0.03
N -0.157816 1.092124 -0.109997 -0.34 -0.19 -0.05
C 0.807667 1.697800 -1.062607 0.08 -0.04 0.03
N 1.414202 2.812425 -0.353350 0.09 0.08 -0.05
C 2.870147 1.639477 2.832582 0.01 -0.01 0.02
H 2.040916 -4.274736 -1.354231 0.00 0.02 0.02
H 1.236561 -5.646579 -0.595986 0.01 0.00 -0.01
H 0.938305 -1.890067 -0.943685 0.01 0.02 -0.01
H -2.393349 -3.305896 1.100425 -0.01 0.00 0.00
H 3.065006 -6.707115 0.430321 0.01 0.00 0.00
H 4.847372 -6.733202 2.138818 0.00 0.00 0.00
H 5.412418 -4.648855 3.368202 0.01 0.00 0.01
H 2.399807 -2.547602 1.187440 0.00 0.00 0.00
H 4.996337 1.545016 5.475942 0.00 -0.01 0.00
H 4.237164 3.905089 5.641196 0.00 0.00 0.00
H 2.594619 4.784003 4.023961 0.00 0.00 0.00
H 1.854179 4.371191 1.432129 -0.02 0.01 0.02
H 0.561633 3.918707 2.541417 0.00 -0.06 0.02
H -0.503047 1.487829 1.956363 0.00 0.00 0.01
H 1.554658 0.903802 -1.339519 0.00 -0.05 -0.01
H 2.486744 1.012007 2.038687 0.00 -0.01 0.00
O -4.389282 -1.412507 -0.297212 -0.17 -0.29 -0.05
S -4.474493 -0.148146 0.514057 0.27 0.10 0.13
O -5.765821 0.011350 1.143006 0.00 0.01 -0.01
O -3.326935 -0.209160 1.479247 0.09 -0.03 -0.01
O -4.140454 0.964967 -0.439347 0.09 0.03 -0.02
C -4.479372 -3.203069 -2.436074 -0.01 0.01 -0.04
As -4.100889 -1.351995 -2.817222 0.02 -0.17 -0.20
C -3.979100 -1.399017 -4.765714 -0.02 -0.02 0.08
C -5.679098 -0.261904 -2.645254 0.01 -0.01 -0.12
O -2.535008 -0.882204 -2.454112 0.01 0.20 0.19
H -5.271648 -3.545237 -3.103206 0.00 0.02 0.00
H -4.768564 -3.306614 -1.396610 0.01 0.03 0.01
H -3.569079 -3.766177 -2.642511 0.00 0.02 0.01
H -4.897732 -1.771537 -5.220947 0.00 0.00 0.02
H -3.142858 -2.037034 -5.047272 0.00 0.00 0.00
H -3.782325 -0.388454 -5.121738 0.01 0.00 0.01
H -6.408666 -0.731740 -3.310451 0.00 0.03 0.01
H -5.449756 0.738086 -3.008201 0.04 0.00 0.05
H -6.043687 -0.218338 -1.628136 0.03 -0.02 0.01
C 0.392525 5.371841 -2.400326 -0.07 -0.05 -0.01
Ge -0.821494 3.839132 -2.195327 -0.01 0.02 0.05
C -2.101629 3.920238 -3.700539 0.04 0.00 0.01
C -1.873637 4.018059 -0.551961 0.04 0.02 -0.05
C 0.127175 2.124393 -2.365154 -0.04 -0.04 -0.07
H -0.171889 6.305024 -2.463808 0.00 0.00 0.01
H 0.989017 5.269592 -3.308792 -0.01 -0.01 -0.02
H 1.070451 5.403589 -1.549931 0.01 -0.01 0.03
H -2.612679 4.884646 -3.723407 -0.01 0.01 0.01
H -2.855303 3.137576 -3.598119 0.00 -0.02 0.01
H -1.591913 3.782653 -4.656595 0.00 0.00 0.00
H -2.525167 4.891751 -0.624172 0.02 0.03 -0.01
H -1.214954 4.145821 0.307881 0.01 -0.03 -0.01
H -2.507194 3.144975 -0.388042 -0.01 -0.02 0.00
H -0.579629 1.346890 -2.685835 0.03 -0.01 0.01
H 0.867441 2.211369 -3.167669 0.02 0.06 0.02
```
Forces are in eV/Å.

Output
* E_HOMO: -0.11523 Eh
* charge: -1
* LUMO energy: 1.68 eV

Computed, not measured: C27H36AsMoN3O3S5Sb2Se3Te as an isolated structure, with ωB97M-V with the def2-TZVPD basis set.

```
82
Properties=species:S:1:pos:R:3:forces:R:3
Mo 0.696637 -0.603588 -0.140225 0.26 0.30 -0.19
C -2.359978 1.759251 2.934772 0.03 -0.10 0.05
Sb -1.009527 3.224558 2.162182 -0.01 0.05 -0.01
C -0.094957 3.690889 4.063620 -0.03 -0.02 0.06
C -2.565386 4.791962 2.332460 0.00 0.03 -0.01
C -3.892527 4.356357 1.798128 -0.02 0.00 -0.02
C -4.922793 4.061516 2.692864 -0.01 0.01 -0.02
C -6.163542 3.611866 2.269204 0.00 0.00 0.02
C -6.402326 3.454067 0.912586 0.00 0.00 -0.02
C -5.394412 3.747625 0.008137 -0.02 -0.01 0.03
C -4.136949 4.192332 0.419288 0.01 0.02 0.02
C -3.076894 4.410690 -0.605240 -0.04 0.08 0.02
Sb -2.064551 2.537559 -1.181049 0.00 -0.05 -0.01
C -3.218666 2.299558 -2.993294 -0.03 -0.02 -0.04
C -0.516943 3.654781 -2.147129 0.04 0.05 -0.02
H -2.952766 2.190301 3.742746 0.00 0.01 -0.02
H -1.771836 0.924379 3.311028 0.01 -0.02 0.00
H -3.024665 1.406312 2.145838 0.00 -0.01 -0.01
H -0.495137 3.029580 4.832487 -0.01 0.01 0.00
H -0.298961 4.727690 4.335838 0.02 0.01 -0.01
H 0.980376 3.533623 3.997797 0.00 0.00 0.00
H -2.185425 5.675717 1.814875 -0.01 0.00 -0.01
H -2.651728 5.030447 3.394233 0.00 0.01 0.00
H -4.734841 4.185642 3.754141 0.00 0.00 0.00
H -6.934443 3.382025 2.994834 0.00 0.00 0.00
H -7.362660 3.098605 0.559178 0.00 0.00 0.00
H -5.573036 3.616565 -1.054315 0.01 0.00 -0.01
H -2.295921 5.086243 -0.256325 0.02 -0.01 -0.02
H -3.493665 4.819654 -1.528046 -0.01 -0.01 0.01
H -3.281711 3.247246 -3.531122 0.00 0.00 0.02
H -4.220155 1.936917 -2.758772 0.00 0.02 0.01
H -2.722774 1.561134 -3.625476 0.01 0.00 0.02
H -0.952372 4.399948 -2.815230 -0.02 0.00 -0.01
H 0.118242 2.968463 -2.702829 -0.03 0.02 -0.02
H 0.082971 4.146219 -1.381330 -0.06 -0.01 0.01
S 1.533818 -1.967202 -4.830145 -0.01 0.02 0.02
As -0.318722 -1.777281 -3.847628 -0.02 -0.02 -0.01
S 1.308040 -2.632381 -1.287685 0.01 0.06 0.20
S 0.004356 -0.025591 -2.335170 -0.02 -0.09 0.12
S -0.406934 -3.386486 -2.117747 0.00 0.04 -0.08
Se 1.306376 -2.806790 1.034490 -0.22 -0.23 0.00
Se -0.399667 -4.307156 1.396951 0.20 0.06 -0.02
Te 1.537873 -1.454058 3.868394 -0.03 0.02 0.07
Se 1.023402 0.369381 2.178846 0.04 -0.12 -0.09
S -3.233750 -1.920805 2.343004 -0.01 0.09 0.05
C -1.661421 -1.512518 1.793544 0.07 -0.02 -0.04
N -1.541485 -1.114226 0.563396 -0.05 -0.04 -0.12
C -2.795389 -1.174318 -0.073924 0.02 0.02 0.03
C -3.089058 -0.896369 -1.409284 -0.01 0.01 0.06
C -4.391094 -0.992775 -1.854549 -0.01 0.00 -0.01
C -5.429119 -1.362839 -0.995048 -0.01 0.00 -0.01
C -5.161236 -1.655744 0.325277 0.01 0.00 0.00
C -3.844281 -1.566624 0.768540 -0.02 -0.03 -0.03
H -0.833335 -1.588592 2.486520 -0.04 0.06 0.05
H -2.294744 -0.605165 -2.074140 0.02 0.00 -0.05
H -4.605111 -0.778112 -2.894272 0.00 0.00 0.00
H -6.444481 -1.427030 -1.366674 0.00 0.00 0.00
H -5.950363 -1.955134 1.003363 0.00 0.00 0.01
C 4.251371 2.426418 1.617887 0.00 0.01 0.02
C 3.680317 3.251223 0.470955 0.00 0.06 -0.07
C 3.505269 2.464066 -0.848851 0.04 0.04 0.04
C 3.082586 3.403112 -1.985333 -0.02 0.00 -0.03
C 2.863823 2.663789 -3.300994 -0.01 0.02 0.02
C 4.841592 1.835626 -1.202498 -0.02 -0.02 -0.01
O 5.804862 2.505041 -1.525768 0.01 0.00 0.03
N 4.918587 0.476592 -1.111636 -0.02 -0.02 0.02
C 3.896809 -0.422942 -0.748181 0.04 -0.01 0.03
O 4.159875 -1.594945 -0.631144 -0.01 0.02 0.00
N 2.658297 0.121506 -0.551888 -0.15 -0.07 -0.08
C 2.420990 1.436451 -0.621056 0.08 -0.05 0.01
O 1.243684 1.789510 -0.437522 -0.06 -0.09 0.10
H 4.291488 3.025433 2.529095 0.00 0.00 0.00
H 5.267611 2.090818 1.398616 0.00 -0.01 -0.01
H 3.631716 1.553200 1.833944 0.00 0.00 0.00
H 4.329224 4.102462 0.250531 0.00 0.00 0.01
H 2.692873 3.637033 0.736082 0.00 0.00 0.01
H 3.861226 4.160642 -2.092398 0.01 0.00 0.00
H 2.164371 3.900563 -1.670074 0.06 -0.02 -0.02
H 3.794705 2.223350 -3.665246 -0.01 0.00 0.00
H 2.491862 3.341907 -4.070380 0.01 0.01 -0.01
H 2.132369 1.858935 -3.191317 0.00 -0.01 -0.02
H 5.812736 0.046888 -1.297234 0.00 0.01 -0.01
```
Forces are in eV/Å.

Output
* E_HOMO (alpha / beta): -0.06962 / -0.06958 Eh
* charge: -2
* LUMO energy (alpha / beta): 3.73 / 3.73 eV

no.,total energy (hartree),molar mass (g/mol),F_max (eV/A)
1,-21244.478618,1768.989,4.8
2,-6818.637833,860.646,0.4
3,-13688.442943,1389.800,0.4